(1)
C3H5F | ωB97M-V with the def2-TZVPD basis set

The geometry in XYZ format:
```
9
C3H5F (ωB97M-V with the def2-TZVPD basis set)
C 0.239 -0.299 0.263
C 0.238 2.092 -1.008
C -0.755 -1.179 0.617
F 0.859 2.157 -2.140
H 1.148 -0.668 0.746
H 0.927 2.532 -0.189
H -0.150 -1.706 -0.158
H -0.753 -1.817 1.543
H -1.753 -1.113 0.325
```

Calculated values
Charge ... 0
Orbital gap (spin up / spin down) ... 8.2 / 8.2 eV
Energy above the lowest of the compared OMol25 structures with the same formula, charge and spin ... 167.9 kcal/mol

Here are the Löwdin charges for atoms 1 to 6, given in e:
1. C 0.010
2. C -0.046
3. C -0.188
4. F -0.067
5. H 0.031
6. H -0.016

---

(2)
C3H5NO2 | ωB97M-V with the def2-TZVPD basis set

The geometry in XYZ format:
```
11
C3H5NO2 (ωB97M-V with the def2-TZVPD basis set)
C 0.808 -0.009 1.034
N 0.765 1.122 0.528
O 0.052 1.221 -0.639
C -0.943 0.247 -0.687
O -0.547 -1.101 -0.717
C 0.111 -1.238 0.497
H 1.425 -0.057 1.918
H -1.367 0.406 -1.654
H -1.678 0.444 0.106
H -0.530 -1.561 1.253
H 0.893 -2.045 0.466
```

Calculated values
Charge ... 0
Orbital gap ... 10.8 eV
Structure (SMILES) ... C1=NOCOC1
Energy above the lowest of the compared OMol25 structures with the same formula, charge and spin ... 79.6 kcal/mol

Here are the Löwdin charges for atoms 1 to 6, given in e:
1. C -0.127
2. N 0.046
3. O -0.069
4. C -0.252
5. O -0.046
6. C -0.203

---

(3)
H4O2 | ωB97M-V with the def2-TZVPD basis set

The geometry in XYZ format:
```
6
H4O2 (ωB97M-V with the def2-TZVPD basis set)
O -0.334 1.648 -0.095
H -0.004 0.739 0.010
H -0.675 2.027 0.756
O 0.191 -1.173 -0.423
H -0.177 -1.627 0.331
H 0.999 -1.614 -0.579
```

Calculated values
Charge ... 0
Orbital gap ... 11.5 eV
Structure (SMILES) ... O.O
Energy above the lowest of the compared OMol25 structures with the same formula, charge and spin ... 3.3 kcal/mol

Charges per atom according to Löwdin partitioning, unit e:
1. O -0.098
2. H -0.016
3. H 0.052
4. O -0.017
5. H 0.050
6. H 0.029

---

(4)
C15H22Br30NO4P | ωB97M-V with the def2-TZVPD basis set

The geometry in XYZ format:
```
73
C15H22Br30NO4P (ωB97M-V with the def2-TZVPD basis set)
C -2.643 -1.823 -1.985
O -3.409 -1.061 -0.986
C -3.376 -1.693 0.343
C -3.348 -0.485 1.499
C -1.916 -0.508 2.296
O -0.862 0.339 1.715
C -0.314 -0.221 0.470
O -0.313 0.592 -0.620
O 0.266 -1.561 0.289
P 1.234 -2.057 1.649
N 2.373 -0.993 2.096
H -3.362 -2.482 -2.654
H -2.124 -1.026 -2.705
H -1.765 -2.467 -1.545
H -4.282 -2.437 0.513
H -2.399 -2.342 0.537
H -3.659 0.559 1.064
H -4.181 -0.815 2.287
H -1.623 -1.630 2.453
H -2.124 -0.071 3.387
H 0.416 -2.312 2.812
H 1.932 -3.279 1.225
H 2.287 -0.156 1.477
C -0.398 -4.246 -4.542
Br 0.857 -5.458 -5.402
Br -2.052 -5.145 -4.052
Br 0.404 -3.329 -3.026
H -0.657 -3.479 -5.280
C 4.848 -1.844 -1.354
Br 6.238 -0.491 -1.215
Br 5.260 -3.417 -0.287
Br 3.091 -1.123 -0.933
H 4.819 -2.166 -2.401
C -0.420 3.999 -2.056
Br 1.000 5.323 -1.937
Br -1.884 4.395 -0.838
Br -1.043 3.768 -3.885
H 0.008 3.041 -1.741
C 1.724 -9.124 -7.416
Br 3.183 -7.860 -7.653
Br 1.400 -9.513 -5.537
Br 0.106 -8.540 -8.324
H 2.034 -10.063 -7.888
C 4.894 6.327 -1.220
Br 5.664 7.806 -2.222
Br 5.201 4.619 -2.098
Br 5.502 6.311 0.628
H 3.810 6.485 -1.198
C 6.243 -4.713 -6.795
Br 7.663 -3.388 -6.676
Br 4.779 -4.316 -5.576
Br 5.620 -4.944 -8.623
H 6.671 -5.670 -6.480
C -6.491 2.957 1.187
Br -5.236 1.745 0.328
Br -8.146 2.058 1.677
Br -5.689 3.875 2.703
H -6.751 3.724 0.450
C -1.015 0.108 6.873
Br -2.752 -0.722 6.593
Br 0.002 0.234 5.220
Br -1.173 1.833 7.759
H -0.452 -0.547 7.546
C -4.117 6.963 5.467
Br -5.507 6.790 6.817
Br -3.231 5.266 5.118
Br -4.792 7.776 3.833
H -3.360 7.642 5.872
C 1.514 4.890 6.628
Br 2.934 6.215 6.748
Br 0.051 5.287 7.847
Br 0.892 4.659 4.800
H 1.943 3.933 6.944
```

Calculated values
Charge ... 0
Orbital gap ... 8.6 eV

Here are the Löwdin charges for atoms 1 to 6, given in e:
1. C -0.147
2. O -0.260
3. C -0.195
4. C -0.161
5. C -0.220
6. O -0.073

---

(5)
F6H20O10P | ωB97M-V with the def2-TZVPD basis set

The geometry in XYZ format:
```
37
F6H20O10P (ωB97M-V with the def2-TZVPD basis set)
P -3.427 -16.500 13.685
F -4.007 -15.189 12.939
F -1.941 -15.841 13.584
F -3.429 -15.804 15.165
F -2.587 -17.759 14.304
F -4.886 -17.312 13.675
F -3.215 -17.102 12.161
O -0.512 -16.968 16.263
H 0.336 -16.822 15.845
H -1.154 -16.745 15.589
O 0.482 -16.802 13.059
H -0.429 -16.510 13.071
H 0.835 -16.522 13.904
O -2.389 -13.303 14.648
H -3.071 -12.775 14.233
H -2.599 -14.204 14.403
O -2.587 -19.888 11.573
H -2.627 -19.063 11.088
H -2.170 -19.658 12.404
O -3.392 -16.162 9.374
H -3.382 -15.933 10.303
H -2.570 -15.811 9.032
O -6.967 -20.092 12.529
H -6.440 -20.876 12.378
H -6.326 -19.393 12.659
O -3.860 -13.855 17.697
H -3.203 -13.926 17.004
H -3.363 -13.949 18.509
O -5.619 -14.388 10.203
H -5.792 -14.812 11.043
H -4.873 -14.867 9.841
O -6.198 -17.461 10.670
H -6.875 -16.802 10.822
H -5.608 -17.376 11.419
O -5.708 -18.711 16.276
H -5.028 -18.227 15.807
H -6.220 -18.035 16.721
```

Calculated values
Charge ... -1
Orbital gap ... 11.2 eV
Energy above the lowest of the compared OMol25 structures with the same formula, charge and spin ... 35.4 kcal/mol

Here are the Löwdin charges for atoms 1 to 6, given in e:
1. P 0.299
2. F -0.131
3. F -0.196
4. F -0.137
5. F -0.148
6. F -0.152

---

(6)
C19H41F5NO5 | ωB97M-V with the def2-TZVPD basis set

The geometry in XYZ format:
```
71
C19H41F5NO5 (ωB97M-V with the def2-TZVPD basis set)
C 1.115 -4.429 -1.558
C 1.465 -3.373 -2.807
C 2.025 -4.371 -4.028
C 0.120 -2.651 -3.433
C -0.455 -1.450 -2.480
C -1.971 -1.750 -1.922
F -2.908 -1.193 -2.969
F -2.301 -3.184 -1.746
C -2.356 -0.987 -0.523
F -3.861 -1.063 -0.413
F -2.027 0.462 -0.493
F -1.854 -1.703 0.708
C 0.634 -1.084 -1.315
C 2.204 -1.199 -1.747
C 3.082 -1.063 -0.330
C 2.717 0.096 -2.673
N 2.604 -2.434 -2.502
O 3.685 -3.052 -1.997
H -0.013 -4.231 -1.261
H 1.248 -5.558 -1.910
H 1.805 -4.275 -0.624
H 2.965 -5.001 -3.663
H 2.404 -3.684 -4.918
H 1.157 -5.044 -4.433
H -0.650 -3.508 -3.674
H 0.446 -2.197 -4.487
H -0.545 -0.485 -3.174
H 0.500 -1.682 -0.305
H 0.445 0.060 -1.028
H 3.053 -2.035 0.321
H 4.156 -0.622 -0.510
H 2.497 -0.234 0.299
H 3.483 -0.350 -3.469
H 1.846 0.615 -3.257
H 3.365 0.866 -2.031
C 0.158 4.273 -3.717
C 0.497 3.183 -4.712
O -0.235 2.004 -4.409
H 0.392 3.949 -2.697
H 0.718 5.187 -3.934
H -0.912 4.501 -3.741
H 1.564 2.943 -4.669
H 0.254 3.494 -5.733
H -1.181 2.226 -4.458
C 1.636 3.089 2.415
C 2.360 1.767 2.571
O 3.319 1.614 1.535
H 1.136 3.141 1.442
H 0.890 3.220 3.203
H 2.342 3.924 2.455
H 1.654 0.934 2.508
H 2.873 1.713 3.535
H 3.946 2.355 1.604
C -1.348 3.352 7.210
C -0.679 3.086 5.877
O 0.375 4.015 5.670
H -1.746 4.371 7.244
H -2.166 2.647 7.383
H -0.627 3.264 8.030
H -1.397 3.197 5.060
H -0.267 2.073 5.840
H 1.012 3.903 6.397
C -4.543 -0.553 3.470
C -5.167 -1.928 3.347
O -6.075 -1.953 2.255
H -5.316 0.208 3.619
H -3.844 -0.516 4.310
H -4.007 -0.287 2.553
H -5.719 -2.180 4.257
H -4.401 -2.693 3.184
H -5.573 -1.736 1.451
```

Calculated values
Charge ... 0
Orbital gap (spin up / spin down) ... 9.2 / 9.6 eV
Spin multiplicity ... 2

Here are the Löwdin charges for atoms 1 to 6, given in e:
1. C -0.033
2. C -0.409
3. C -0.085
4. C -0.076
5. C -0.152
6. C -0.158